1.
A structure of composition C33H18N9O4PdS2, computed with ωB97M-V/def2-TZVPD.

Calculated values
Charge: +1
E_HOMO (alpha / beta), eV: -11.9295 / -11.9293
Gap between HOMO and LUMO (alpha / beta), Ha: 0.2078 / 0.2077
Electronic energy, eV: -81254.0567

Geometry (Å):
Pd -0.52 -0.43 -1.13
C -4.58 -1.36 0.09
C -3.42 -1.23 -0.67
N -2.24 -1.08 -0.08
C -2.19 -1.08 1.26
C -3.37 -1.17 1.99
N -4.55 -1.30 1.41
C -0.84 -1.09 1.88
C -0.62 -1.23 3.23
C 0.68 -1.36 3.70
C 1.71 -1.44 2.76
C 1.40 -1.31 1.41
N 0.16 -1.07 1.00
C 2.39 -1.51 0.32
C 3.77 -1.39 0.49
N 4.60 -1.63 -0.52
C 4.07 -1.97 -1.68
C 2.69 -2.06 -1.86
N 1.86 -1.84 -0.85
C 0.96 -1.47 5.15
C 1.92 -2.35 5.64
C 2.13 -2.40 7.00
N 1.48 -1.64 7.88
C 0.57 -0.79 7.40
C 0.27 -0.67 6.05
H -5.54 -1.50 -0.40
H -3.45 -1.25 -1.75
H -3.36 -1.12 3.07
H -1.44 -1.25 3.94
H 2.72 -1.61 3.07
H 4.20 -1.08 1.43
H 4.75 -2.17 -2.50
H 2.26 -2.30 -2.82
H 2.47 -3.01 4.98
H 2.86 -3.09 7.42
H 0.06 -0.18 8.13
H -0.46 0.05 5.72
S -1.82 1.06 -2.24
C -1.66 0.58 -3.93
C -2.01 1.44 -4.95
C -1.85 1.03 -6.27
C -2.22 1.93 -7.33
N -2.50 2.65 -8.18
C -1.31 -0.23 -6.56
C -0.95 -1.08 -5.52
C -1.16 -0.68 -4.21
S -0.87 -1.78 -2.88
C -1.12 -0.66 -7.92
N -0.94 -1.01 -9.00
H -2.39 2.43 -4.75
H -0.52 -2.05 -5.75
O 2.52 1.78 -2.75
C 1.58 1.52 -2.04
O 1.02 0.32 -2.11
C 1.03 2.55 -1.09
C 1.09 3.89 -1.48
C 0.57 4.88 -0.67
C -0.01 4.56 0.55
C -0.05 3.23 0.92
C 0.47 2.23 0.13
N -0.68 2.85 2.20
O -0.95 1.67 2.35
O -0.90 3.72 3.01
H 1.56 4.13 -2.43
H 0.61 5.92 -0.98
H -0.43 5.31 1.20
H 0.46 1.22 0.52

---

2.
A structure of composition C33H23AgI2N4OS2 at a distorted geometry, computed with ωB97M-V/def2-TZVPD.

Calculated values
Charge: 0
E_HOMO, eV: -6.2002
Gap between HOMO and LUMO, Ha: 0.1997
Electronic energy, eV: -84472.4686

Geometry (Å):
Ag -12.28 12.66 13.84
I -19.14 14.66 17.22
C -17.69 14.10 15.77
C -17.63 14.62 14.48
C -16.66 14.28 13.59
I -16.74 15.07 11.68
C -15.61 13.41 13.96
O -14.69 12.95 13.20
C -15.63 12.93 15.32
C -14.65 11.84 15.76
N -13.24 12.20 15.75
C -12.35 11.25 16.43
C -10.86 11.57 16.32
C -9.92 11.26 17.31
C -8.59 11.61 17.14
C -8.17 12.18 15.98
C -9.12 12.42 14.98
N -10.40 12.12 15.20
C -16.62 13.31 16.23
H -18.38 15.36 14.21
H -14.74 10.96 15.13
H -14.95 11.50 16.79
H -13.09 13.10 16.23
H -12.54 10.21 16.03
H -12.65 11.24 17.50
H -10.16 10.84 18.27
H -7.93 11.34 17.95
H -7.13 12.51 15.87
H -8.92 12.84 14.01
H -16.65 12.95 17.27
S -10.89 19.83 15.81
C -11.27 20.17 17.41
C -11.84 19.12 18.04
C -11.94 17.99 17.19
C -11.43 18.22 15.91
C -11.42 17.28 14.77
C -11.96 15.96 14.88
N -11.95 15.10 13.86
C -11.44 15.46 12.69
C -10.98 16.79 12.42
C -10.55 17.15 11.08
C -10.59 16.25 10.07
C -11.07 14.94 10.35
C -11.13 14.01 9.28
C -11.44 12.66 9.49
C -11.77 12.33 10.83
N -11.74 13.18 11.84
C -11.47 14.50 11.60
C -11.48 11.68 8.42
C -12.18 10.49 8.37
C -11.74 9.60 7.38
C -10.81 10.16 6.54
S -10.40 11.78 7.06
C -11.01 17.69 13.50
H -11.05 21.19 17.80
H -12.27 19.10 19.05
H -12.51 17.07 17.50
H -12.42 15.62 15.77
H -10.17 18.14 10.88
H -10.27 16.55 9.06
H -10.90 14.35 8.32
H -12.08 11.27 11.06
H -12.99 10.24 9.04
H -12.10 8.57 7.34
H -10.30 9.70 5.73
H -10.78 18.72 13.31